The following is a quantum chemistry calculation of a cluster of 4 separate species, C4H16N8O4 in total at a distorted geometry, from the Open Molecules 2025 dataset.

The geometry in XYZ format:
```
32
Properties=species:S:1:pos:R:3:forces:R:3
C 6.5184 19.7466 -25.8841 1.796 0.238 1.097
O 7.6913 20.1045 -26.0443 -0.816 0.290 -0.408
N 5.6823 20.4041 -25.0152 -0.496 0.366 -0.074
N 6.0275 18.6285 -26.4240 -0.641 -0.439 -0.136
H 4.9442 19.9409 -24.5205 -0.114 -0.034 -0.209
H 5.8261 21.3757 -24.8174 0.353 -0.086 0.098
H 5.1194 18.3348 -26.1127 0.017 -0.271 -0.304
H 6.6698 17.9757 -26.8575 0.034 -0.187 -0.147
C 8.4587 13.3200 -28.6755 0.354 -1.215 0.110
O 9.1715 13.0750 -27.7115 -0.126 0.683 -0.686
N 7.2974 12.6481 -28.8876 -0.679 -0.014 -0.022
N 8.7876 14.1276 -29.7369 0.891 0.029 1.136
H 6.9972 11.9451 -28.2381 -0.014 0.202 0.084
H 6.7195 12.9059 -29.6615 -0.296 -0.224 0.022
H 8.1770 14.2593 -30.5128 0.114 -0.003 -0.278
H 9.7618 14.3793 -29.7284 -0.231 0.400 -0.380
C 8.8049 17.5102 -28.6306 -2.214 2.120 0.815
O 7.8747 16.9053 -28.0888 0.919 -0.782 -0.301
N 9.1935 17.3473 -29.9205 0.386 -0.816 -1.034
N 9.3220 18.6620 -28.0941 0.342 -0.666 -0.115
H 9.9543 17.8634 -30.3190 0.170 0.105 0.301
H 8.7639 16.6788 -30.5307 -0.204 -0.139 0.385
H 9.4341 19.3784 -28.7868 0.436 0.302 0.292
H 8.9806 18.9845 -27.1966 -0.257 -0.047 -0.096
C 11.7849 19.9655 -29.9140 0.650 -0.085 2.959
O 11.8057 19.9932 -28.6815 0.171 0.118 -1.208
N 11.2164 20.9461 -30.6329 -0.806 0.829 -1.170
N 12.3505 18.9564 -30.6186 0.062 -0.758 -1.382
H 10.8619 21.7515 -30.1484 0.088 -0.127 0.193
H 11.3785 21.0552 -31.6187 0.069 -0.061 0.043
H 12.0405 18.7796 -31.5602 0.194 0.089 -0.025
H 12.8066 18.1852 -30.1666 -0.154 0.183 0.439
```
Positions in Å, forces in eV/Å.

Computed properties:
Electronic energy   -24521.79290 eV
SMILES string   NC(N)=O.NC(N)=O.NC(N)=O.NC(N)=O
HOMO energy   -8.9656 eV
ΔE to the lowest compared entry with this formula, charge and spin   26.8 kcal/mol
Lowest unoccupied orbital energy   0.3593 eV